# 1
C41H42CdP2Te | ωB97M-V with the def2-TZVPD basis set

## Properties
LUMO energy, eV: -0.349
HOMO-LUMO gap, hartree: 0.192
HOMO energy, eV: -5.6
Strongest force on any atom, eV Å⁻¹: 2.05
DFT total energy, eV: -73628.60331
Energy relative to the best compared isomer or geometry (same formula, charge and spin), kcal per mole: 0.0

Geometry as XYZ:
```
87
Properties=species:S:1:pos:R:3:forces:R:3
Cd -0.748822 0.187930 -0.468157 1.35 -1.45 0.17
C -3.481726 5.161113 -3.056102 0.26 0.23 -0.24
C -2.297897 5.631865 -2.647092 -0.58 -0.16 -0.76
C -2.109627 6.821353 -1.749515 0.25 0.25 0.08
C -3.123475 6.994950 -0.595574 0.11 0.58 -0.03
C -3.593979 5.750524 0.088243 -0.51 -0.01 0.28
C -4.647907 5.023875 -0.295445 0.05 0.74 0.54
C -5.511205 5.314613 -1.479641 -0.31 -0.20 -0.48
C -4.792316 5.821925 -2.750174 -0.48 0.28 0.05
C -0.309811 -1.019395 1.274100 0.10 -0.48 0.11
H -3.573033 4.318128 -3.743621 0.47 0.03 0.22
H -1.386322 5.193160 -3.059553 -0.25 -0.06 0.09
H -2.134822 7.742144 -2.352392 0.04 -0.15 0.06
H -1.095892 6.797329 -1.326811 -0.13 -0.11 -0.05
H -2.641145 7.622421 0.174048 -0.21 -0.09 -0.35
H -3.990453 7.559998 -0.961497 0.24 -0.09 0.20
H -3.079575 5.583688 1.036070 -0.38 -0.36 -0.18
H -5.065317 4.251477 0.339630 0.31 0.22 -0.14
H -6.281483 6.052791 -1.196611 0.16 -0.17 -0.04
H -6.068210 4.397937 -1.726863 0.15 0.19 0.03
H -5.477019 5.653600 -3.599581 0.27 0.16 0.27
H -4.649985 6.907400 -2.663263 -0.06 -0.32 -0.21
H -0.594014 -2.045010 1.035735 0.16 -0.14 0.12
H -0.815184 -0.712206 2.192038 0.25 0.02 0.14
H 0.785608 -0.978595 1.382641 -0.29 -0.12 0.20
P -0.123114 2.217805 -1.817022 -0.61 -1.80 0.76
P -1.802906 1.797646 1.381905 0.72 -1.00 -0.13
C -0.964474 3.441575 -0.814176 -0.77 0.99 1.15
C -1.546537 3.289197 0.427570 0.24 1.27 -0.75
C 1.597053 2.682702 -2.105267 0.36 0.68 -0.08
C 1.910546 4.035308 -2.325879 0.24 -0.52 -0.13
C 3.224538 4.400949 -2.617880 -0.12 0.09 0.06
C 4.239843 3.440887 -2.632666 -0.30 -0.07 0.00
C 3.936194 2.101207 -2.353544 0.12 0.32 -0.13
C 2.622829 1.711668 -2.096550 -0.46 0.17 -0.03
C -0.993468 1.855026 -3.371135 0.11 0.05 -0.43
C -2.227272 1.166427 -3.310949 0.71 0.21 -0.21
C -2.752980 0.623287 -4.478526 -0.25 0.14 0.03
C -2.113872 0.814989 -5.706669 0.28 0.21 0.12
C -0.907386 1.520993 -5.761497 -0.21 -0.14 -0.10
C -0.323780 2.009825 -4.595941 -0.42 0.10 0.45
C -1.224079 2.022730 3.093348 -0.12 0.22 0.38
C 0.160150 2.180425 3.332861 -0.58 -0.01 -0.03
C 0.634303 2.281120 4.641676 -0.16 0.10 -0.04
C -0.252499 2.234666 5.724179 -0.07 -0.07 -0.29
C -1.617634 2.038552 5.491458 0.12 -0.02 -0.05
C -2.105808 1.922043 4.188520 0.36 0.08 -0.23
C -3.491019 1.136562 1.379495 -0.39 0.49 -0.02
C -3.679821 -0.260219 1.426172 0.27 0.39 -0.07
C -4.963716 -0.783774 1.334021 -0.26 0.13 0.18
C -6.068562 0.066077 1.209831 0.22 0.15 -0.12
C -5.875651 1.448945 1.139171 -0.03 0.03 0.12
C -4.594736 1.987226 1.248532 0.09 -0.46 0.14
H -0.984362 4.446379 -1.266333 0.13 -0.39 0.84
H -1.828028 4.194599 0.980568 0.29 -0.13 -0.68
H 1.117042 4.781168 -2.282826 0.24 -0.06 -0.11
H 3.433559 5.446328 -2.847264 0.09 -0.28 0.12
H 5.264092 3.741190 -2.874672 -0.39 -0.16 0.14
H 4.742849 1.365700 -2.363043 -0.34 0.13 0.04
H 2.367687 0.660904 -1.912784 0.08 0.34 -0.11
H -2.728614 1.031961 -2.344773 0.08 0.00 -0.37
H -3.679876 0.048272 -4.437062 0.26 0.19 0.00
H -2.557345 0.411627 -6.619276 0.18 0.10 0.30
H -0.410007 1.686768 -6.716360 -0.11 -0.13 0.20
H 0.644492 2.516969 -4.610143 -0.32 -0.19 -0.12
H 0.838467 2.205366 2.476449 -0.09 -0.01 0.33
H 1.702537 2.398959 4.825228 -0.27 -0.02 -0.09
H 0.127416 2.340707 6.744423 -0.17 -0.09 -0.38
H -2.309278 1.972067 6.332219 0.18 0.03 -0.22
H -3.168622 1.744761 4.007775 0.31 0.11 0.10
H -2.806796 -0.907212 1.532742 -0.33 0.11 -0.10
H -5.113775 -1.861154 1.375026 0.06 0.22 0.00
H -7.077730 -0.349769 1.171850 0.33 0.14 -0.07
H -6.722939 2.124153 1.022367 0.10 -0.21 0.07
H -4.422099 3.061563 1.257292 -0.08 -0.55 0.09
Te 0.539587 -1.911092 -2.130460 -0.05 0.39 -0.90
C 1.697613 -3.208694 -0.933165 -0.23 -0.10 0.54
C 1.242587 -4.539243 -0.835754 0.87 0.44 0.43
C 1.952166 -5.449255 -0.041734 0.01 0.36 -0.06
C 3.074933 -5.031950 0.685878 -0.12 0.12 -0.24
C 3.519762 -3.709093 0.582866 -0.23 0.11 -0.28
C 2.843099 -2.784575 -0.231434 -0.52 -1.01 -0.08
H 0.340140 -4.787360 -1.385630 0.18 -0.30 0.14
H 1.639030 -6.486767 0.019189 -0.07 0.09 0.02
H 3.606317 -5.746087 1.325770 -0.20 0.33 -0.30
H 4.407160 -3.408918 1.133830 -0.12 0.05 -0.05
H 3.148732 -1.749879 -0.345786 0.17 -0.14 0.19
```
Positions in Å, forces in eV/Å.

Results of the Mulliken charge analysis, in e, for atoms 1 through 8: 0.88 -0.28 -0.29 -0.89 -1.29 0.16 -0.59 -1.18

=====

# 2
C41H42F6N3Si | ωB97M-V with the def2-TZVPD basis set

## Properties
LUMO energy, eV: -4.274
HOMO-LUMO gap, hartree: 0.226
Net charge: +1
HOMO energy, eV: -10.4
Strongest force on any atom, eV Å⁻¹: 2.38
DFT total energy, eV: -71845.98290
Energy relative to the best compared isomer or geometry (same formula, charge and spin), kcal per mole: 3.2

Geometry as XYZ:
```
93
Properties=species:S:1:pos:R:3:forces:R:3
C 2.206125 2.875750 4.413353 0.65 -0.36 -0.01
N 0.871595 3.099980 3.909061 -0.29 0.75 0.27
C -0.128516 3.329406 4.942950 0.39 0.38 -0.40
C -0.660535 2.017156 5.440993 -0.45 -1.79 0.20
F -1.653444 2.141269 6.366499 1.06 0.02 -0.96
F -1.151321 1.274212 4.392840 0.30 0.62 1.04
F 0.350594 1.272780 6.006077 -1.06 0.66 -0.43
C 0.628431 3.168857 2.570071 -0.44 -0.59 -0.58
C -0.547129 3.763788 2.026035 0.10 -0.15 -0.37
C -0.852675 3.649249 0.677076 0.23 0.04 -0.23
C -0.049667 2.869167 -0.205797 0.74 -0.11 0.47
C -0.431172 2.481625 -1.538357 0.04 -2.14 1.03
C -0.247017 1.130840 -1.948974 0.00 0.10 0.49
C -0.245047 0.698421 -3.316606 -0.02 -0.12 -0.01
C 0.206571 -0.551955 -3.663644 -0.35 0.39 0.01
C 0.565220 -1.503238 -2.661113 0.69 0.35 -0.05
N 1.252754 -2.629097 -2.979272 -0.62 0.03 -0.33
C 1.396058 -3.726345 -2.046949 0.05 -0.22 0.64
C 1.940722 -2.790611 -4.248178 -0.58 -0.01 0.09
C 3.276782 -2.120037 -4.168498 1.71 1.02 0.56
F 4.034144 -2.261934 -5.287882 -0.88 0.07 1.07
F 3.121780 -0.770580 -3.929926 0.30 -1.28 -0.35
F 3.995378 -2.616695 -3.101932 -0.59 0.46 -1.15
C 0.272470 -1.190111 -1.304917 -0.14 -0.08 0.04
C -0.089836 0.091560 -0.969626 0.34 -0.03 -0.08
C 1.183136 2.378219 0.335701 -0.46 -0.09 0.02
C 1.527618 2.541632 1.659256 -0.04 0.15 0.13
H 2.950018 3.368563 3.777042 -0.16 -0.05 0.14
H 2.267440 3.306320 5.418185 0.15 -0.19 -0.25
H 2.447980 1.805179 4.469391 0.02 0.23 0.09
H 0.388327 3.801475 5.785855 -0.50 0.20 -0.11
H -0.961240 3.931845 4.578237 0.14 -0.03 0.27
H -1.217334 4.318564 2.678431 0.07 -0.13 -0.29
H -1.754350 4.116932 0.277353 0.16 -0.09 0.24
H -0.931734 3.172315 -2.213217 -0.03 0.26 -0.04
H -0.594831 1.377143 -4.096617 0.28 -0.13 0.21
H 0.277103 -0.823390 -4.718619 -0.09 0.22 0.42
H 0.441262 -3.937844 -1.548937 0.21 0.02 -0.17
H 1.697918 -4.606952 -2.618833 -0.07 0.08 0.32
H 2.154009 -3.520195 -1.276738 -0.13 -0.09 -0.22
H 2.100712 -3.860301 -4.399022 -0.07 0.26 -0.37
H 1.372183 -2.336456 -5.061691 0.22 -0.38 -0.07
H 0.409244 -1.948349 -0.530500 -0.09 0.36 -0.26
H -0.255913 0.332952 0.080170 0.03 -0.08 -0.30
H 1.865714 1.836607 -0.319905 -0.16 0.17 0.14
H 2.460263 2.107671 2.025283 -0.33 0.20 -0.17
C -5.626990 1.189106 -2.448186 0.22 0.23 -0.06
C -6.499733 2.244806 -2.727082 0.03 0.12 0.09
C -6.026522 3.560898 -2.799178 0.31 -0.48 -0.04
C -4.659351 3.828547 -2.615529 -0.27 -0.26 0.32
Si -3.911108 5.508445 -2.856217 0.20 -0.08 0.24
C -5.163401 6.552943 -3.774715 0.15 0.24 -0.36
C -5.706774 7.701498 -3.176125 -0.21 0.00 -0.22
C -6.716196 8.433213 -3.813337 0.08 -0.12 -0.09
C -7.186779 8.039480 -5.069830 0.22 -0.18 0.21
C -6.650158 6.899372 -5.676565 0.20 -0.09 0.12
C -5.640892 6.166338 -5.038018 -0.36 0.32 -0.06
C -3.451492 6.398990 -1.301049 -0.15 -0.02 0.34
C -3.749851 5.846572 -0.053089 0.22 0.52 0.36
C -3.365912 6.518734 1.114318 0.16 0.05 -0.10
C -2.682287 7.739532 1.035675 -0.18 -0.25 -0.09
C -2.413670 8.306819 -0.213551 0.01 -0.12 -0.23
C -2.786599 7.632948 -1.382395 0.08 -0.01 0.65
C -2.213197 5.349629 -3.687162 0.25 1.01 -0.60
C -2.364989 4.914666 -5.148209 -0.07 -0.13 0.10
C -0.994956 4.331710 -5.542745 -0.09 0.08 -0.50
C -0.149977 4.234776 -4.272307 -0.06 0.83 0.51
N -1.058294 4.584797 -3.137130 -0.67 0.37 -0.73
C -3.803948 2.770407 -2.287069 -0.34 -0.46 -0.17
C -4.268891 1.452749 -2.236486 -0.08 0.21 0.11
H -5.998648 0.164817 -2.388132 0.08 0.31 -0.08
H -7.558378 2.042770 -2.896476 0.28 0.05 0.10
H -6.710509 4.380475 -3.010996 0.08 -0.20 -0.05
H -5.342306 8.024490 -2.198780 -0.17 -0.07 -0.28
H -7.138587 9.312245 -3.325149 0.14 -0.22 -0.14
H -7.968440 8.614610 -5.571978 0.25 -0.21 0.19
H -7.021020 6.572839 -6.648457 0.11 0.11 0.22
H -5.231189 5.278820 -5.527668 -0.20 0.24 0.12
H -4.283431 4.894316 0.003514 0.12 0.27 0.05
H -3.600589 6.084087 2.085958 0.06 0.14 -0.17
H -2.361540 8.247932 1.948195 -0.18 -0.13 -0.30
H -1.913918 9.274976 -0.287562 -0.11 -0.31 0.09
H -2.555701 8.068561 -2.358376 -0.11 -0.04 0.32
H -1.911209 6.413612 -3.684998 0.01 -0.07 -0.29
H -3.171143 4.176771 -5.262534 0.27 -0.04 0.04
H -2.660605 5.782997 -5.751527 0.17 -0.29 0.03
H -1.096154 3.362661 -6.036269 -0.02 0.07 0.03
H -0.515764 5.006353 -6.254424 0.07 -0.17 0.01
H 0.281174 3.239803 -4.116199 -0.01 0.17 0.00
H 0.680357 4.955784 -4.321106 -0.11 -0.27 0.01
H -0.565861 5.131771 -2.429154 -0.23 -0.05 -0.30
H -2.759316 2.985532 -2.085632 -0.23 -0.12 -0.14
H -3.566744 0.641509 -2.032229 -0.25 0.17 0.03
```
Positions in Å, forces in eV/Å.

Results of the Mulliken charge analysis, in e, for atoms 1 through 8: -1.31 0.11 -1.00 1.05 -0.26 -0.26 -0.26 1.52